Entry 1:
ORCA calculation (the ωB97M-V functional and the def2-TZVPD basis) on a structure of composition C4H6BrNO3S2 in a non-equilibrium geometry.

Each line ends with the Mulliken charge.
Cartesian coordinates (Å):
S1 -0.788 2.464 0.380  -0.0134
O1 -0.415 -0.827 -0.157  -0.2321
H1 -1.534 -1.346 1.618  0.2680
H2 1.629 -0.067 1.494  0.3858
C1 1.790 0.265 0.433  -0.5942
Br1 3.615 0.442 0.035  -0.0248
H3 1.381 3.130 0.568  0.3356
S2 1.141 -0.880 -0.711  1.1049
C2 -0.737 -1.688 0.955  -0.6335
O2 1.696 -2.214 -0.502  -0.5604
H4 1.356 2.017 -0.850  0.4849
H5 -0.872 -2.689 0.501  0.2636
C3 -1.644 1.805 -0.907  0.4718
H6 0.263 -1.831 1.453  0.3004
O3 1.299 -0.230 -1.969  -0.5506
C4 0.835 2.604 -0.103  -0.6054
N1 -2.303 1.347 -1.737  -0.4006

Summary:
- energy above the lowest of the compared OMol25 structures with the same formula, charge and spin (kcal/mol) = 69.5
- DFT total energy (hartree) = -3806.68138
- F_max (eV/Å) = 3.76

***

Entry 2:
ORCA calculation (the ωB97M-V functional and the def2-TZVPD basis) on a cluster of 4 separate species, C4H6Cl10 in total in a non-equilibrium geometry.

Each line ends with the Mulliken charge.
Cartesian coordinates (Å):
C1 4.183 -1.226 -0.986  0.2768
Cl1 -0.898 -2.630 3.089  -0.1241
Cl2 1.066 1.319 -0.526  -0.1102
H1 3.275 -1.389 -0.405  -0.2349
Cl3 0.689 -1.498 0.986  -0.0783
C2 0.591 2.131 1.005  -0.3889
Cl4 -1.183 2.243 1.142  -0.1125
H2 4.432 -1.948 -1.764  0.2917
C3 -3.912 0.454 -1.656  0.2380
H3 1.062 1.596 1.829  0.2785
Cl5 4.251 0.525 -1.500  -0.1441
H4 -1.200 -0.396 2.187  0.1829
C4 -0.887 -1.365 1.797  0.1087
Cl6 -2.197 -1.786 0.605  -0.1259
H5 1.075 3.107 1.054  0.3531
Cl7 -4.388 1.804 -0.502  -0.1203
Cl8 5.406 -1.560 0.240  -0.1605
H6 -3.842 -0.490 -1.115  0.0946
Cl9 -5.175 0.219 -2.943  -0.1332
Cl10 -2.351 0.892 -2.537  -0.0914

Summary:
- energy above the lowest of the compared OMol25 structures with the same formula, charge and spin (kcal/mol) = 19.6
- DFT total energy (hartree) = -4757.88616
- SMILES = ClC(Cl)Cl.ClC(Cl)Cl.ClCCl.ClCCl
- F_max (eV/Å) = 1.91